[1]
Entry from the OMol25 dataset: the ion C4H10NS with charge -1 at a distorted geometry (ωB97M-V/def2-TZVPD).

For the energy above the lowest of the compared OMol25 structures with the same formula, charge and spin, the calculation gives 36.4 kcal/mol. Its lowest unoccupied orbital energy is 3.8 eV. The total charge is -1. The value obtained for the total energy is -16634.53200 eV. The HOMO-LUMO gap is 5.9 eV. As for the SMILES: CN[C@@H](C)C[S-].

Atoms and positions in Å:
C  -1.626  -0.998  2.186
N  -1.018  -1.258  0.822
C  -0.268  0.060  0.279
C  -0.026  -0.184  -1.309
S  1.077  1.050  -1.934
C  0.875  0.397  1.334
H  -1.142  -0.469  2.921
H  -2.618  -0.488  1.790
H  -1.897  -1.948  2.508
H  -0.180  -1.910  0.915
H  -1.060  0.905  0.263
H  0.655  -1.070  -1.362
H  -1.060  -0.237  -1.672
H  1.505  1.304  1.129
H  1.572  -0.405  1.470
H  0.379  0.669  2.292

Forces on the atoms, in the same order (eV/Å):
C -3.024 0.153 -5.391
N 2.864 1.573 0.521
C -1.660 -0.625 0.029
C 1.530 -0.360 3.374
S 0.273 1.338 -0.900
C -0.956 1.783 -0.879
H 1.376 1.437 1.476
H 1.736 -0.593 1.641
H -0.669 -1.703 1.079
H -1.468 0.863 0.062
H 1.208 -1.190 0.455
H -1.524 -0.198 -0.185
H 0.486 -0.410 -0.426
H -0.755 -0.802 -0.490
H 0.250 -0.753 0.093
H 0.332 -0.513 -0.459

***

[2]
Entry from the OMol25 dataset: an isolated molecule of C4H10NS at a distorted geometry (ωB97M-V/def2-TZVPD).

For the energy above the lowest of the compared OMol25 structures with the same formula, charge and spin, the calculation gives 31.8 kcal/mol. Its lowest unoccupied orbital energy (alpha / beta) is 1.0 / -1.9 eV. The value obtained for the total energy is -16632.59503 eV. As for the multiplicity: 2. Its expectation value of S² is 0.75. The HOMO-LUMO gap (alpha / beta) is 9.3 / 6.4 eV.

Atoms and positions in Å:
C  0.370  1.193  0.443
C  0.107  1.168  2.001
S  -1.316  0.253  2.681
C  -0.432  0.139  -0.324
N  0.127  -0.434  -1.559
C  -0.065  -1.915  -1.557
H  1.427  1.026  0.178
H  0.165  2.218  0.093
H  1.011  0.751  2.481
H  0.081  2.190  2.307
H  -1.444  0.489  -0.605
H  -0.742  -0.611  0.484
H  0.969  0.110  -1.678
H  -1.204  -2.071  -1.547
H  0.248  -2.281  -2.542
H  0.696  -2.226  -0.855

Forces on the atoms, in the same order (eV/Å):
C -0.369 0.041 -0.401
C 0.781 -0.949 -0.964
S 0.652 0.677 -0.272
C -2.093 -0.726 0.718
N -1.391 1.079 1.293
C 0.438 2.129 -1.933
H -0.100 -0.018 0.616
H -0.109 -0.384 -0.014
H -0.441 0.003 0.044
H -0.310 0.653 0.672
H 0.256 0.438 0.378
H 0.890 0.173 -1.295
H 0.765 -1.421 -0.703
H 1.986 -0.220 0.927
H -0.039 -0.070 0.118
H -0.916 -1.404 0.815

***

[3]
Entry from the OMol25 dataset: the ion C4H10NS with charge +1 at a distorted geometry (ωB97M-V/def2-TZVPD).

For the energy above the lowest of the compared OMol25 structures with the same formula, charge and spin, the calculation gives 131.0 kcal/mol. Its lowest unoccupied orbital energy is -5.5 eV. The total charge is +1. The value obtained for the total energy is -16623.28469 eV. The HOMO-LUMO gap is 7.9 eV.

Atoms and positions in Å:
C  0.312  -0.328  1.142
C  0.305  -1.190  -0.068
C  -2.148  1.408  1.966
C  0.872  -0.658  -2.489
N  1.292  -0.849  -1.050
S  -1.014  0.898  0.503
H  -0.102  -0.759  1.935
H  1.136  0.399  1.460
H  -1.495  1.517  2.945
H  -2.871  0.688  2.211
H  -2.482  2.406  1.578
H  1.670  -0.883  -3.169
H  0.042  -1.251  -2.466
H  0.602  0.259  -2.707
H  1.990  -0.028  -0.969
H  1.891  -1.629  -0.822

Forces on the atoms, in the same order (eV/Å):
C 2.252 3.365 -3.094
C -1.906 1.047 1.742
C 3.405 0.900 0.890
C 2.019 -4.073 1.402
N 2.796 3.790 -0.398
S -0.274 -0.062 0.248
H -1.725 -2.087 3.241
H -0.506 -1.462 -0.709
H -1.127 0.116 -2.202
H -1.274 -0.777 -0.272
H 0.049 -1.091 0.540
H 0.304 -0.816 -0.113
H -2.176 -1.914 -1.280
H -1.310 4.911 -0.110
H -1.170 -0.749 1.056
H 0.644 -1.099 -0.941

***

[4]
Entry from the OMol25 dataset: the ion C4H10NS with charge +1 at a distorted geometry (ωB97M-V/def2-TZVPD).

For the energy above the lowest of the compared OMol25 structures with the same formula, charge and spin, the calculation gives 40.1 kcal/mol. Its lowest unoccupied orbital energy is -3.3 eV. The total charge is +1. The value obtained for the total energy is -16627.22719 eV. The HOMO-LUMO gap is 10.9 eV. As for the SMILES: C=C[C@H]([NH3+])CS.

Atoms and positions in Å:
C  -1.264  -0.694  -1.162
C  -1.199  -0.567  0.135
C  1.187  -0.301  0.987
C  -0.255  0.340  0.871
N  -0.015  1.542  -0.104
S  1.915  -0.684  -0.641
H  -1.753  -1.511  -1.576
H  -0.991  0.045  -1.896
H  -1.495  -1.415  0.798
H  1.923  0.524  1.428
H  0.991  -1.166  1.599
H  -0.478  0.581  1.884
H  0.651  0.942  -0.876
H  0.368  2.389  0.314
H  -0.854  1.767  -0.660
H  1.269  -1.792  -1.101

Forces on the atoms, in the same order (eV/Å):
C -0.454 1.098 -0.647
C 1.113 -1.381 2.775
C -0.010 1.540 -0.255
C 1.304 0.811 -2.487
N 0.168 -2.197 -1.117
S 0.369 0.053 -0.002
H -0.890 -1.358 -0.638
H 0.381 0.197 -0.090
H -0.172 0.720 -0.726
H -1.494 -2.135 -0.585
H 0.852 -0.280 0.430
H -0.810 0.839 0.456
H -0.738 1.760 1.822
H 0.294 -0.222 -0.192
H 0.156 0.101 0.665
H -0.069 0.453 0.592

***

[5]
Entry from the OMol25 dataset: the ion C4H10NS with charge +1 at a distorted geometry (ωB97M-V/def2-TZVPD).

For the energy above the lowest of the compared OMol25 structures with the same formula, charge and spin, the calculation gives 37.8 kcal/mol. Its lowest unoccupied orbital energy is -3.5 eV. The total charge is +1. The value obtained for the total energy is -16627.32563 eV. The HOMO-LUMO gap is 10.1 eV. As for the SMILES: C[C@]1([NH3+])CCS1.

Atoms and positions in Å:
C  0.185  -1.181  -0.224
C  1.892  -0.730  -0.434
C  -0.124  0.250  0.217
C  -1.039  0.435  1.385
N  -0.741  0.994  -1.009
S  1.591  0.814  0.451
H  -0.137  -1.734  -1.191
H  -0.082  -1.847  0.647
H  2.550  -1.353  0.037
H  2.067  -0.640  -1.454
H  -1.015  1.509  1.699
H  -0.576  -0.024  2.217
H  -2.064  0.083  1.228
H  -1.721  0.930  -1.005
H  -0.341  0.547  -1.782
H  -0.444  1.949  -0.779

Forces on the atoms, in the same order (eV/Å):
C 3.061 -1.167 -0.322
C -4.810 -0.445 1.018
C -0.685 -0.302 -0.693
C -0.066 1.776 -0.035
N 1.371 0.947 3.021
S -0.651 0.054 -0.136
H -0.127 1.560 1.524
H 0.921 0.454 -1.009
H 1.687 -1.579 1.161
H 0.506 0.313 -1.738
H -0.431 -0.589 -0.413
H 0.203 -0.929 0.886
H 0.202 0.010 0.033
H -1.787 -0.183 -0.172
H 0.746 0.026 -1.904
H -0.140 0.055 -1.220

***

[6]
Entry from the OMol25 dataset: a structure of composition C4H10NS at a distorted geometry (ωB97M-V/def2-TZVPD).

For the energy above the lowest of the compared OMol25 structures with the same formula, charge and spin, the calculation gives 52.6 kcal/mol. Its lowest unoccupied orbital energy (alpha / beta) is -4.7 / -4.7 eV. The total charge is +1. The value obtained for the total energy is -16626.68453 eV. The HOMO-LUMO gap (alpha / beta) is 9.3 / 9.3 eV.

Atoms and positions in Å:
C  0.766  -0.097  -1.267
C  0.765  -0.612  0.154
C  -0.036  0.588  -0.247
C  0.026  1.967  0.255
N  0.024  -1.862  0.385
S  -2.287  -0.168  -0.039
H  1.644  0.428  -1.623
H  0.302  -0.702  -2.030
H  1.634  -0.497  0.790
H  1.073  2.274  0.324
H  -0.417  2.057  1.247
H  -0.478  2.653  -0.424
H  0.278  -2.594  -0.286
H  -1.036  -1.555  0.243
H  0.146  -2.221  1.334
H  -2.404  0.339  1.184

Forces on the atoms, in the same order (eV/Å):
C -0.099 -0.023 -0.110
C 0.365 0.163 -0.037
C -2.858 -1.310 0.797
C 0.019 0.394 0.142
N -0.298 -0.068 -0.227
S 2.247 1.069 -1.139
H 0.046 0.048 0.051
H -0.186 -0.120 -0.087
H -0.025 0.030 -0.055
H 0.055 0.002 -0.030
H 0.047 -0.014 -0.053
H 0.028 -0.035 -0.001
H -0.008 0.094 0.232
H 0.562 -0.398 0.306
H -0.022 0.060 -0.142
H 0.127 0.109 0.354

***

Please write out number 3 again, unchanged.
Entry from the OMol25 dataset: the ion C4H10NS with charge +1 at a distorted geometry (ωB97M-V/def2-TZVPD).

For the energy above the lowest of the compared OMol25 structures with the same formula, charge and spin, the calculation gives 131.0 kcal/mol. Its lowest unoccupied orbital energy is -5.5 eV. The total charge is +1. The value obtained for the total energy is -16623.28469 eV. The HOMO-LUMO gap is 7.9 eV.

Atoms and positions in Å:
C  0.312  -0.328  1.142
C  0.305  -1.190  -0.068
C  -2.148  1.408  1.966
C  0.872  -0.658  -2.489
N  1.292  -0.849  -1.050
S  -1.014  0.898  0.503
H  -0.102  -0.759  1.935
H  1.136  0.399  1.460
H  -1.495  1.517  2.945
H  -2.871  0.688  2.211
H  -2.482  2.406  1.578
H  1.670  -0.883  -3.169
H  0.042  -1.251  -2.466
H  0.602  0.259  -2.707
H  1.990  -0.028  -0.969
H  1.891  -1.629  -0.822

Forces on the atoms, in the same order (eV/Å):
C 2.252 3.365 -3.094
C -1.906 1.047 1.742
C 3.405 0.900 0.890
C 2.019 -4.073 1.402
N 2.796 3.790 -0.398
S -0.274 -0.062 0.248
H -1.725 -2.087 3.241
H -0.506 -1.462 -0.709
H -1.127 0.116 -2.202
H -1.274 -0.777 -0.272
H 0.049 -1.091 0.540
H 0.304 -0.816 -0.113
H -2.176 -1.914 -1.280
H -1.310 4.911 -0.110
H -1.170 -0.749 1.056
H 0.644 -1.099 -0.941